# 1
{
  "formula": "C2H7OSi",
  "method": "ωB97M-V/def2-TZVPD",
  "total_energy_ha": -444.69505,
  "relative_energy_ev": 3.992,
  "total_charge": 1,
  "fmax_ev_per_a": 3.41,
  "lumo_ev": [-6.58, -6.72],
  "homo_lumo_gap_ha": [0.2917, 0.2460],
  "homo_energy_ev": [-14.52, -13.42],
  "species": ["Si", "O", "C", "C", "H", "H", "H", "H", "H", "H", "H"],
  "xyz": [[-0.1679, -0.3326, -0.8936], [1.2037, -0.6438, 0.0233], [1.9258, -0.4574, 1.0064], [-1.7396, 0.3419, -0.0017], [1.6150, 0.1422, 1.8356], [2.9446, -0.7238, 0.9888], [0.8064, 1.8180, -1.7252], [-0.0993, -1.6565, -1.5711], [-2.5558, 0.1505, -0.6411], [-1.9888, 1.4396, 0.0163], [-1.9440, -0.0780, 0.9624]]
}

---

# 2
{
  "formula": "C8H10Br2O",
  "method": "ωB97M-V/def2-TZVPD",
  "total_energy_ha": -5534.10334,
  "relative_energy_ev": 0.141,
  "total_charge": 0,
  "smiles": "Oc1ccccc1.BrCCBr",
  "fmax_ev_per_a": 1.22,
  "lumo_ev": 0.57,
  "homo_lumo_gap_ha": 0.3405,
  "homo_energy_ev": -8.70,
  "species": ["Br", "Br", "O", "C", "C", "C", "C", "C", "C", "C", "C", "H", "H", "H", "H", "H", "H", "H", "H", "H", "H"],
  "xyz": [[2.4568, -3.3930, 2.4122], [-1.7495, -2.3152, 3.9080], [-0.4898, 3.0838, 0.1616], [0.1764, -2.4584, 3.7753], [0.9653, 2.1610, -1.4528], [0.5310, -3.2498, 2.5449], [-1.1912, 1.0937, -2.8645], [1.1816, 1.4310, -2.6190], [-0.3370, 2.3570, -0.9921], [-1.4167, 1.8237, -1.6973], [0.1073, 0.8941, -3.3304], [0.2830, 0.3193, -4.2493], [-2.0460, 0.6774, -3.4136], [0.5383, -2.9388, 4.7046], [0.1228, -4.2784, 2.5730], [-2.4402, 1.9800, -1.3317], [-1.4544, 3.1422, 0.3672], [0.5845, -1.4297, 3.7472], [0.1690, -2.7694, 1.6156], [1.8001, 2.5893, -0.8826], [2.2087, 1.2802, -2.9764]]
}

---

# 3
{
  "formula": "O4S3",
  "method": "ωB97M-V/def2-TZVPD",
  "total_energy_ha": -1495.48618,
  "relative_energy_ev": 0.271,
  "total_charge": -2,
  "smiles": "O=S(=O)=[S@](=O)([O-])[S-]",
  "fmax_ev_per_a": 2.11,
  "lumo_ev": [5.98, 5.97],
  "homo_lumo_gap_ha": [0.2096, 0.2122],
  "homo_energy_ev": [0.28, 0.20],
  "species": ["S", "S", "S", "O", "O", "O", "O"],
  "xyz": [[0.8938, 2.2493, -2.0255], [0.4038, 0.0465, -0.7487], [-0.4962, -0.0836, 1.4858], [1.7373, -0.2690, -0.2025], [-0.5124, -1.5623, 1.6487], [-0.2173, -0.9627, -1.6306], [-1.8089, 0.5819, 1.4728]]
}

---

# 4
{
  "formula": "C2H6NO3",
  "method": "ωB97M-V/def2-TZVPD",
  "total_energy_ha": -359.77534,
  "spin_multiplicity": 3,
  "relative_energy_ev": 1.641,
  "total_charge": 1,
  "fmax_ev_per_a": 8.56,
  "lumo_ev": [-3.47, -9.87],
  "homo_lumo_gap_ha": [0.3196, 0.2152],
  "homo_energy_ev": [-12.16, -15.72],
  "s_squared": 2.01,
  "species": ["O", "O", "O", "N", "C", "C", "H", "H", "H", "H", "H", "H"],
  "xyz": [[-1.6176, 0.5598, -1.8135], [-0.9489, -0.9426, 0.0546], [2.0873, -0.8010, 0.5375], [-0.2776, 0.9383, 0.1491], [-0.6748, 0.1196, -1.0414], [-0.5000, -0.0632, 0.9312], [-2.2934, 1.0307, -1.2980], [2.7195, -1.5257, 0.5453], [-0.4196, -0.0996, 2.0029], [0.1652, 1.8707, 0.1453], [1.5173, -0.9175, 1.3306], [0.2427, -0.1693, -1.5436]]
}

---

# 5
{
  "formula": "C6H15N2",
  "method": "ωB97M-V/def2-TZVPD",
  "total_energy_ha": -346.79640,
  "relative_energy_ev": 3.161,
  "total_charge": 1,
  "smiles": "C=C([C@H](C)[NH3+])N(C)C",
  "fmax_ev_per_a": 4.76,
  "lumo_ev": -3.37,
  "homo_lumo_gap_ha": 0.3104,
  "homo_energy_ev": -11.82,
  "species": ["N", "N", "C", "C", "C", "C", "C", "C", "H", "H", "H", "H", "H", "H", "H", "H", "H", "H", "H", "H", "H", "H", "H"],
  "xyz": [[-2.3547, 0.4803, 0.6711], [1.3262, -0.0757, 0.2062], [2.4515, 0.6189, -0.3763], [1.6079, -1.4085, 0.6579], [-1.3867, -0.8548, -1.1229], [-0.1135, 1.7498, 0.0518], [0.0525, 0.4313, 0.2418], [-1.2030, -0.3599, 0.2595], [0.8220, 2.4069, -0.1351], [2.5412, -1.6060, 1.3260], [-2.3916, -1.2926, -1.2604], [-2.8509, 0.7372, -0.1695], [2.6605, 1.4939, 0.1899], [-3.0240, 0.0734, 1.3830], [3.2264, -0.0265, -0.4993], [-1.1381, -0.1500, -1.8569], [1.9568, 1.0136, -1.2655], [0.8094, -1.7644, 1.2589], [-1.8162, 1.2835, 1.0839], [-1.0602, 2.3077, -0.1386], [-1.2200, -1.2362, 0.9082], [-0.5752, -1.7447, -1.2475], [1.6796, -2.0771, -0.1662]]
}

---

# 6
{
  "formula": "C9H14BeBrF8O4P2",
  "method": "ωB97M-V/def2-TZVPD",
  "total_energy_ha": -4722.11806,
  "total_charge": 1,
  "fmax_ev_per_a": 3.97,
  "lumo_ev": -8.56,
  "homo_lumo_gap_ha": 0.0531,
  "homo_energy_ev": -10.00,
  "species": ["Br", "P", "P", "F", "F", "F", "F", "F", "F", "F", "F", "O", "O", "O", "O", "C", "C", "C", "C", "C", "C", "C", "C", "C", "Be", "H", "H", "H", "H", "H", "H", "H", "H", "H", "H", "H", "H", "H", "H"],
  "xyz": [[2.3151, 3.0866, 2.3326], [4.0235, -1.4318, -0.4945], [3.5714, 2.0543, 0.8350], [-2.0536, -2.0872, -0.2644], [-5.3424, -1.1991, 0.4617], [-4.5830, 1.2764, -0.5667], [-4.3371, -1.0958, -1.3908], [-3.7956, -3.1540, 0.3878], [-4.1135, 0.8539, 1.4947], [-2.3405, 2.2967, 0.1147], [-1.5432, 0.4569, 0.8662], [-0.6432, 1.2498, -1.7808], [3.2944, 0.1155, -0.9956], [4.7489, 1.3844, 1.6925], [3.4615, -1.2899, 1.1363], [0.4246, 0.4251, -1.3480], [2.3801, -0.3908, 1.2006], [1.2694, 1.2819, -0.3854], [-3.1766, -1.9869, 0.4620], [-1.9172, 0.7304, -1.5076], [2.5644, 0.5883, 0.0114], [-3.8188, 0.5365, 0.2144], [-2.3640, 0.9734, -0.0680], [-4.1458, -0.9411, -0.1185], [-6.2829, 0.2989, 2.2683], [4.6677, -2.6783, -0.1250], [0.0274, -0.4355, -0.8106], [1.4803, -0.9704, 0.9719], [2.3528, 0.1334, 2.1511], [2.8321, -2.1918, -0.8643], [-1.9621, -0.3142, -1.8163], [1.0430, 0.0589, -2.1679], [1.4823, 2.2056, -0.9280], [4.4446, -1.6191, -1.8712], [5.6048, 1.5568, 1.2617], [-2.6206, 1.2722, -2.1349], [-2.9008, -1.7930, 1.4978], [5.3116, -0.7935, -0.1840], [0.6409, 1.5370, 0.4618]]
}

---

# 7
{
  "formula": "C30H31N4O",
  "method": "ωB97M-V/def2-TZVPD",
  "total_energy_ha": -1455.78799,
  "total_charge": 1,
  "smiles": "CN1CCN2CCN(C)c3c[n+]([C@H](c4ccccc4)c4ccc(Oc5ccccc5)cc4)cc1c32",
  "fmax_ev_per_a": 3.96,
  "lumo_ev": -2.86,
  "homo_lumo_gap_ha": 0.2855,
  "homo_energy_ev": -10.63,
  "species": ["O", "N", "N", "N", "N", "C", "C", "C", "C", "C", "C", "C", "C", "C", "C", "C", "C", "C", "C", "C", "C", "C", "C", "C", "C", "C", "C", "C", "C", "C", "C", "C", "C", "C", "C", "H", "H", "H", "H", "H", "H", "H", "H", "H", "H", "H", "H", "H", "H", "H", "H", "H", "H", "H", "H", "H", "H", "H", "H", "H", "H", "H", "H", "H", "H", "H"],
  "xyz": [[1.3339, -4.1172, -3.3969], [-3.5850, -0.3486, 2.1100], [0.0250, 0.0038, 1.3050], [-3.3776, 2.4183, 1.7245], [-0.9148, 3.5600, 1.0473], [-2.2854, 1.6331, 1.5449], [1.3546, -3.2599, -2.3145], [-2.0978, 4.3671, 0.8570], [1.3427, -1.6607, -0.0108], [-4.6025, 0.5103, 2.7148], [2.6294, -0.1823, 3.2158], [0.1693, -2.6048, -1.9182], [-4.6776, 1.9115, 2.1246], [0.3781, 4.1727, 0.8298], [2.6277, -2.7856, -4.9695], [0.2687, -2.5697, -6.4814], [2.5458, -2.1412, -0.5512], [0.3676, -3.5555, -5.4970], [0.1982, -1.8280, -0.7806], [4.5226, 0.8136, 1.3711], [2.5126, -1.8117, -5.9670], [1.4940, -3.5545, -4.6689], [-3.3543, 3.8564, 1.5556], [1.0882, -0.9559, 1.3641], [-1.0034, 2.1976, 1.2018], [3.8403, 0.3902, 3.6540], [1.3373, -1.6960, -6.7118], [3.2919, 0.3086, 0.9306], [-3.6145, -1.7872, 2.3165], [-2.3765, 0.2174, 1.7558], [2.4032, -0.3175, 1.8442], [-1.2357, -0.5566, 1.5621], [2.5389, -3.0036, -1.6425], [0.1217, 1.3688, 1.0985], [4.8185, 0.7789, 2.7340], [-0.7021, -1.3267, -0.4392], [1.2257, -0.8922, -7.4379], [-5.1012, 2.6334, 2.8462], [3.5185, -1.8563, -0.1476], [3.3317, -1.1158, -6.1377], [-3.4752, 4.3347, 2.5534], [0.8578, -1.7822, 2.0743], [0.7815, 4.0141, -0.1813], [-2.3697, 4.4515, -0.2086], [-4.2653, 4.1542, 0.9967], [-3.1002, -2.1042, 3.2315], [5.2168, 1.2066, 0.6406], [0.3059, 5.2535, 0.9862], [-4.3931, 0.6566, 3.7881], [5.8106, 1.0504, 3.0743], [1.8305, -0.4818, 3.9163], [3.0033, 0.4079, -0.1230], [-5.3691, 1.9549, 1.2614], [-0.7766, -2.6678, -2.4645], [-3.1134, -2.2685, 1.4691], [-1.9108, 5.3804, 1.2184], [1.1042, 1.7770, 0.8768], [3.5418, -2.8826, -4.3839], [-1.2142, -1.6478, 1.6278], [3.4610, -3.4782, -1.9890], [-0.4674, -4.2291, -5.2568], [3.9837, 0.5057, 4.7267], [-0.6699, -2.4795, -7.0386], [-4.6286, -2.1795, 2.3665], [1.0971, 3.7730, 1.5549], [-5.5983, 0.0667, 2.6473]]
}